(1)
{
  "formula": "C37H32BrMnN3P2",
  "method": "ωB97M-V/def2-TZVPD",
  "symbols": ["Mn", "C", "N", "P", "C", "C", "C", "C", "C", "C", "C", "C", "C", "C", "C", "C", "P", "C", "C", "C", "C", "C", "C", "C", "C", "C", "C", "C", "C", "H", "H", "H", "H", "H", "H", "H", "H", "H", "H", "H", "H", "H", "H", "H", "H", "H", "H", "H", "H", "H", "H", "H", "Br", "C", "C", "C", "C", "C", "C", "N", "C", "C", "C", "C", "C", "C", "N", "H", "H", "H", "H", "H", "H", "H", "H", "H"],
  "xyz": [[-0.629, 0.823, -0.670], [0.082, -2.484, 2.245], [-0.125, -1.298, 1.384], [-1.535, -0.391, 1.242], [-2.827, -1.432, 0.587], [-2.495, -2.555, -0.178], [-3.500, -3.300, -0.775], [-4.829, -2.920, -0.623], [-5.161, -1.796, 0.126], [-4.165, -1.046, 0.731], [-2.047, 0.364, 2.754], [-1.622, 1.663, 3.057], [-1.951, 2.227, 4.276], [-2.693, 1.495, 5.196], [-3.117, 0.204, 4.900], [-2.805, -0.367, 3.678], [1.025, -0.643, 0.365], [2.359, 0.081, 1.257], [2.150, 0.521, 2.571], [3.182, 1.136, 3.255], [4.413, 1.325, 2.631], [4.618, 0.904, 1.321], [3.594, 0.291, 0.625], [1.592, -1.813, -0.839], [0.855, -2.011, -2.012], [1.237, -2.986, -2.914], [2.352, -3.774, -2.645], [3.083, -3.590, -1.478], [2.712, -2.609, -0.572], [-0.847, -2.711, 2.765], [0.858, -2.285, 2.983], [0.361, -3.342, 1.634], [-1.463, -2.866, -0.289], [-3.252, -4.187, -1.342], [-5.612, -3.512, -1.079], [-6.199, -1.516, 0.252], [-4.431, -0.182, 1.327], [-1.045, 2.239, 2.340], [-1.640, 3.236, 4.511], [-2.951, 1.937, 6.149], [-3.699, -0.353, 5.622], [-3.157, -1.365, 3.446], [1.196, 0.365, 3.064], [3.039, 1.460, 4.277], [5.219, 1.801, 3.173], [5.578, 1.058, 0.848], [3.754, -0.025, -0.398], [-0.026, -1.412, -2.236], [0.674, -3.139, -3.825], [2.653, -4.538, -3.350], [3.944, -4.212, -1.274], [3.286, -2.473, 0.336], [5.642, 4.602, 0.077], [4.093, 3.783, -0.568], [4.093, 3.203, -1.836], [2.955, 2.572, -2.308], [1.825, 2.516, -1.499], [1.827, 3.086, -0.234], [2.956, 3.737, 0.230], [0.617, 1.884, -1.922], [0.172, 1.955, -3.121], [-1.134, 1.361, -3.444], [-1.632, 1.355, -4.727], [-2.907, 0.824, -4.946], [-3.620, 0.326, -3.875], [-3.049, 0.357, -2.607], [-1.836, 0.867, -2.389], [4.985, 3.242, -2.446], [2.975, 2.099, -3.282], [0.938, 3.071, 0.392], [2.960, 4.203, 1.206], [0.710, 2.497, -3.896], [-1.050, 1.761, -5.543], [-3.326, 0.812, -5.943], [-4.614, -0.080, -4.001], [-3.577, -0.031, -1.744]],
  "fmax_ev_per_a": 0.37,
  "multiplicity": 5,
  "mol_weight_da": 715.474,
  "total_charge": 3,
  "lumo_energy_ev": [-11.17, -9.76],
  "homo_lumo_gap_ev": [4.87, 6.30],
  "de_lowest_ev": 0.0000
}

(2)
{
  "formula": "C4H13NO2",
  "method": "ωB97M-V/def2-TZVPD",
  "symbols": ["C", "C", "C", "C", "N", "H", "H", "H", "H", "H", "H", "H", "H", "H", "O", "H", "H", "O", "H", "H"],
  "xyz": [[1.814, -2.181, -0.621], [1.485, -0.719, -0.564], [0.262, -0.384, -0.078], [-0.239, 1.033, 0.201], [-0.682, -1.370, 0.303], [1.770, -2.537, 0.389], [2.775, -2.296, -1.040], [1.184, -2.753, -1.269], [1.882, -0.062, -1.374], [-1.031, 1.283, -0.447], [-0.658, 1.244, 1.202], [0.715, 1.502, -0.094], [-0.350, -2.247, 0.789], [-1.629, -1.039, 0.502], [-0.289, 2.401, -3.134], [-0.389, 3.118, -3.740], [-0.777, 2.671, -2.306], [-1.889, 0.916, 3.347], [-1.246, 0.630, 4.122], [-2.706, 0.790, 3.814]],
  "fmax_ev_per_a": 3.76,
  "mol_weight_da": 107.153,
  "lumo_energy_ev": 0.56,
  "smiles": "C/C=C(/C)N.O.O",
  "homo_lumo_gap_ev": 8.02,
  "de_lowest_ev": 1.9566
}

(3)
{
  "formula": "CH3N3S",
  "method": "ωB97M-V/def2-TZVPD",
  "symbols": ["N", "N", "S", "H", "H", "C", "N", "H"],
  "xyz": [[0.950, 0.690, -0.237], [1.678, -0.247, -0.645], [2.978, -0.640, 0.249], [1.317, 1.145, 0.633], [-0.067, 0.812, -0.486], [-2.204, -1.506, 0.313], [-1.531, -0.652, -0.007], [-2.874, -2.279, 0.638]],
  "fmax_ev_per_a": 2.93,
  "mol_weight_da": 89.123,
  "lumo_energy_ev": 0.28,
  "smiles": "NN=S.C#N",
  "homo_lumo_gap_ev": 8.38,
  "de_lowest_ev": 0.8144
}